86
Properties=species:S:1:pos:R:3 method="wB97M-V/def2-TZVPD" lumo_energy_ev="-1.6 / -1.6" total_charge=+1 molar_mass_g_mol=813.341 homo_energy_ev="-12.4 / -10.9" total_energy_ev=-122309.30218 de_lowest_kj_mol=151.18 multiplicity=5
Fe -8.86 10.23 7.00
P -9.25 13.03 7.96
F -9.67 12.22 6.63
F -7.99 11.95 7.99
F -8.19 13.92 7.07
F -8.75 13.68 9.35
F -10.48 14.08 7.87
F -10.16 11.86 8.75
C -5.60 7.76 11.99
C -7.08 7.63 11.55
C -8.15 8.31 12.37
O -8.97 8.94 11.42
C -8.39 8.90 10.19
O -8.81 9.53 9.20
O -7.20 8.27 10.32
H -4.87 7.45 11.25
H -5.35 7.35 12.96
H -5.51 8.84 12.08
H -7.36 6.58 11.45
H -7.82 9.05 13.10
H -8.70 7.57 12.94
C -10.82 14.40 2.45
C -11.22 12.85 2.38
C -10.12 12.02 1.69
O -9.86 10.96 2.57
C -10.41 11.20 3.71
O -10.27 10.42 4.63
O -11.23 12.32 3.69
H -11.02 14.91 1.51
H -9.79 14.55 2.75
H -11.45 14.92 3.18
H -12.14 12.60 1.85
H -9.27 12.66 1.48
H -10.50 11.60 0.76
C -2.16 9.19 7.74
C -3.44 9.31 8.56
C -3.91 10.76 8.80
O -5.21 10.84 8.43
C -5.62 9.68 7.93
O -6.75 9.53 7.47
O -4.59 8.78 7.90
H -1.29 9.47 8.33
H -2.23 9.80 6.84
H -2.03 8.19 7.32
H -3.31 8.83 9.52
H -3.42 11.42 8.08
H -3.76 11.01 9.85
C -3.64 12.81 5.23
C -5.01 13.14 4.67
C -5.30 12.56 3.27
O -6.48 11.83 3.48
C -6.77 11.75 4.78
O -7.74 11.13 5.25
O -5.91 12.44 5.49
H -2.89 13.51 4.84
H -3.27 11.85 4.87
H -3.58 12.84 6.32
H -5.21 14.20 4.83
H -4.48 12.01 2.81
H -5.32 13.36 2.53
C -8.64 4.34 4.12
C -8.06 5.74 3.98
C -8.75 6.61 2.97
O -8.92 7.82 3.75
C -8.63 7.57 5.01
O -8.70 8.42 5.90
O -8.29 6.33 5.18
H -8.31 3.72 3.28
H -9.73 4.32 4.12
H -8.27 3.88 5.03
H -6.99 5.63 3.77
H -9.66 6.20 2.52
H -7.98 6.64 2.20
C -12.03 5.06 6.53
C -12.60 6.30 7.21
C -12.19 6.46 8.61
O -11.61 7.74 8.79
C -11.40 8.24 7.60
O -10.76 9.22 7.30
O -11.89 7.39 6.64
H -12.65 4.19 6.72
H -11.04 4.75 6.87
H -12.06 5.18 5.45
H -13.65 6.53 7.03
H -11.36 5.84 8.95
H -12.97 6.19 9.32


69
Properties=species:S:1:pos:R:3 method="wB97M-V/def2-TZVPD" lumo_energy_ev=-0.1 total_charge=0 molar_mass_g_mol=697.135 homo_energy_ev=-7.8 total_energy_ev=-60978.61555 de_lowest_kj_mol=0.00
Sn 4.01 -0.67 -2.76
O 3.99 -6.63 -1.73
C 4.02 -5.43 -1.90
C 3.71 -4.32 -0.85
O 3.27 -4.49 0.27
C 4.02 -3.14 -1.55
C 4.33 -3.33 -2.90
O 4.58 -2.37 -3.75
C 4.41 -4.72 -3.21
O 4.79 -5.23 -4.24
O 3.98 -1.90 -1.12
C 1.62 -1.50 1.22
O 1.26 -0.16 0.78
H 2.39 -1.90 0.56
H 0.72 -2.10 1.01
H 1.93 -1.46 2.27
C -2.27 1.23 4.53
C -0.78 1.11 4.76
C -0.05 1.33 3.42
C -0.93 0.89 2.24
C -1.83 -0.31 2.64
C -2.90 0.17 3.64
P -0.08 0.63 0.67
C -1.17 -0.19 -0.48
C -2.55 0.47 -0.53
C -3.23 0.06 -1.87
C -2.89 -1.34 -2.29
C -2.57 -2.18 -1.08
C -1.32 -1.74 -0.25
C 0.59 2.21 0.14
C -0.37 3.41 -0.25
C -0.53 3.48 -1.77
C 0.79 3.72 -2.54
C 2.04 3.22 -1.77
C 1.67 1.98 -0.97
H -2.52 2.19 4.08
H -2.73 1.33 5.50
H -0.59 0.06 5.02
H -0.45 1.79 5.58
H 0.92 0.80 3.30
H 0.20 2.35 3.26
H -1.58 1.70 2.01
H -1.18 -1.03 3.13
H -2.35 -0.76 1.81
H -3.14 -0.72 4.22
H -3.70 0.47 3.00
H -0.65 -0.06 -1.47
H -2.65 1.56 -0.56
H -3.13 0.12 0.27
H -2.92 0.71 -2.68
H -4.32 0.24 -1.81
H -2.06 -1.36 -2.97
H -3.71 -1.84 -2.79
H -2.50 -3.23 -1.30
H -3.42 -2.07 -0.41
H -0.33 -2.25 -0.54
H -1.51 -2.00 0.84
H 1.18 2.48 1.03
H 0.17 4.29 0.12
H -1.37 3.44 0.27
H -1.25 4.23 -2.05
H -0.93 2.57 -2.12
H 0.94 4.76 -2.82
H 0.68 3.14 -3.44
H 2.43 3.96 -1.07
H 2.79 2.97 -2.50
H 2.49 1.49 -0.48
H 1.30 1.25 -1.68
I 1.24 -1.39 -3.12


74
Properties=species:S:1:pos:R:3 method="wB97M-V/def2-TZVPD" lumo_energy_ev="-7.4 / -7.4" total_charge=+2 molar_mass_g_mol=743.847 homo_energy_ev="-12.9 / -12.9" total_energy_ev=-67598.72549 de_lowest_kj_mol=310.13
Ir -0.22 -0.04 -0.04
C 5.51 -0.65 5.44
C 4.19 -0.39 4.79
C 3.00 -0.60 5.48
C 1.78 -0.30 4.89
C 1.76 0.20 3.60
C 2.93 0.39 2.88
C 4.14 0.10 3.48
S 0.21 0.52 2.81
O 0.36 1.48 1.72
O -0.83 0.76 3.75
N -0.10 -0.86 1.94
C -0.81 -1.93 2.28
C -0.97 -2.42 3.58
C -1.74 -3.56 3.81
C -2.40 -4.20 2.78
C -2.31 -3.71 1.46
C -3.03 -4.25 0.38
C -2.88 -3.70 -0.87
C -2.01 -2.62 -1.04
N -1.34 -2.08 -0.05
C -1.48 -2.59 1.19
H 5.40 -1.22 6.35
H 5.97 0.31 5.69
H 6.19 -1.16 4.77
H 3.02 -1.00 6.48
H 0.86 -0.42 5.43
H 2.86 0.77 1.87
H 5.06 0.28 2.95
H -0.50 -1.90 4.39
H -1.81 -3.94 4.81
H -2.99 -5.08 2.97
H -3.71 -5.07 0.55
H -3.43 -4.07 -1.72
H -1.87 -2.19 -2.03
C 4.74 -0.66 -1.24
N 4.18 0.50 -1.88
C 5.11 1.32 -2.63
P 2.54 0.63 -2.00
O 1.92 0.31 -0.67
N 2.29 2.22 -2.49
C 2.27 3.15 -1.37
C 1.41 2.55 -3.59
N 1.96 -0.43 -3.15
C 2.75 -0.94 -4.25
C 0.61 -0.93 -3.07
H 5.14 -1.37 -1.96
H 3.96 -1.15 -0.65
H 5.55 -0.35 -0.57
H 5.59 0.74 -3.43
H 5.90 1.68 -1.97
H 4.59 2.17 -3.07
H 3.09 2.91 -0.71
H 1.34 3.09 -0.80
H 2.40 4.17 -1.75
H 1.54 1.80 -4.37
H 1.71 3.52 -4.00
H 0.36 2.59 -3.29
H 3.72 -0.46 -4.26
H 2.26 -0.73 -5.21
H 2.88 -2.02 -4.17
H 0.18 -0.68 -2.07
H 0.59 -2.01 -3.20
H -0.04 -0.46 -3.82
N -2.29 4.17 -1.22
C -3.11 3.07 -0.69
C -2.12 1.88 -0.59
O -2.41 0.84 -0.02
O -1.02 2.09 -1.18
H -2.08 4.87 -0.51
H -2.66 4.62 -2.05
H -1.38 3.55 -1.43
H -3.92 2.81 -1.38
H -3.54 3.29 0.28


75
Properties=species:S:1:pos:R:3 method="wB97M-V/def2-TZVPD" lumo_energy_ev="-3.2 / -4.5" total_charge=+1 molar_mass_g_mol=915.667 homo_energy_ev="-10.4 / -10.4" total_energy_ev=-100148.87151 de_lowest_kj_mol=106.72 multiplicity=2
Ir 1.23 -0.39 0.15
S 1.19 0.12 2.46
C 1.96 1.73 2.35
C 1.59 2.72 3.24
C 2.13 4.01 3.12
C 1.66 5.04 4.01
N 1.26 5.84 4.73
C 3.06 4.28 2.12
C 3.45 3.27 1.24
C 2.90 2.01 1.34
S 3.31 0.72 0.22
C 3.57 5.61 1.93
N 3.95 6.68 1.76
H 0.87 2.52 4.02
H 4.16 3.50 0.45
C -1.56 3.28 1.78
C -0.60 3.65 0.72
N -0.25 4.85 0.41
N 0.66 4.69 -0.59
C 0.91 3.42 -0.93
S 1.97 2.94 -2.14
N 0.08 2.73 -0.07
N -0.11 1.35 0.12
H -1.91 4.19 2.26
H -1.09 2.65 2.54
H -2.42 2.75 1.37
H 1.10 5.49 -1.02
H -0.96 1.08 -0.37
H -0.27 1.24 1.13
Te 2.03 -0.01 -2.47
C 1.05 -0.48 -4.27
C 0.02 0.12 -4.95
C -0.18 -0.42 -6.24
C 0.71 -1.42 -6.53
S 1.80 -1.68 -5.25
H -0.55 0.95 -4.55
H -0.94 -0.08 -6.93
H 0.78 -2.00 -7.44
C -3.10 -0.21 -0.66
C -2.20 -1.40 -1.02
C -1.69 -1.21 -2.44
P -0.80 -1.77 0.15
C -0.31 -3.50 -0.38
C -1.34 -4.37 -1.10
C 0.27 -4.30 0.80
C -1.65 -2.04 1.80
C -2.90 -2.93 1.71
C -2.01 -0.80 2.62
H -4.11 -0.40 -1.03
H -2.77 0.70 -1.17
H -3.18 -0.01 0.40
H -2.80 -2.31 -0.97
H -1.04 -0.34 -2.47
H -2.53 -1.04 -3.12
H -1.12 -2.05 -2.83
H 0.47 -3.30 -1.12
H -2.23 -4.56 -0.51
H -0.88 -5.34 -1.31
H -1.66 -3.95 -2.06
H -0.53 -4.75 1.38
H 0.87 -3.71 1.50
H 0.89 -5.12 0.42
H -0.89 -2.59 2.36
H -3.70 -2.44 1.16
H -3.26 -3.12 2.72
H -2.71 -3.90 1.25
H -2.86 -0.26 2.22
H -1.18 -0.11 2.75
H -2.31 -1.13 3.62
N 3.12 -2.27 1.60
N 2.45 -2.08 0.34
H 3.60 -3.16 1.58
H 2.43 -2.25 2.34
H 1.91 -2.91 0.09
H 3.19 -2.00 -0.35


70
Properties=species:S:1:pos:R:3 method="wB97M-V/def2-TZVPD" lumo_energy_ev=0.7 total_charge=0 molar_mass_g_mol=492.642 homo_energy_ev=-8.5 total_energy_ev=-52505.99444 de_lowest_kj_mol=1.77 smiles="O=C(NCCN1CCc2ccccc2C1)C1CCN(S(=O)(=O)N2CCC3(CC2)OCCO3)CC1"
O -5.00 -2.99 -0.06
C -4.00 -2.31 -0.16
N -4.02 -0.99 -0.41
H -3.17 -0.45 -0.34
C -5.22 -0.19 -0.41
H -5.42 0.18 -1.42
C -5.03 0.99 0.57
N -3.70 1.53 0.45
C -3.23 2.19 1.66
C -2.28 3.37 1.39
C -1.37 3.06 0.24
C 0.00 3.30 0.24
C 0.75 2.99 -0.88
C 0.15 2.43 -1.99
C -1.21 2.19 -1.99
C -1.97 2.52 -0.89
C -3.45 2.28 -0.78
H -3.80 1.69 -1.63
H -3.99 3.24 -0.79
H -1.68 1.74 -2.86
H 0.75 2.17 -2.85
H 1.81 3.20 -0.88
H 0.47 3.72 1.12
H -2.87 4.25 1.13
H -1.72 3.60 2.29
H -2.69 1.44 2.25
H -4.07 2.56 2.26
H -5.82 1.74 0.39
H -5.14 0.61 1.58
H -6.05 -0.82 -0.10
C -2.59 -2.90 -0.06
C -1.84 -2.31 1.14
C -0.40 -2.82 1.18
N 0.30 -2.62 -0.08
S 0.81 -1.05 -0.31
O -0.15 -0.08 0.12
O 1.28 -0.95 -1.66
N 2.05 -1.04 0.81
C 2.51 0.28 1.19
C 3.45 0.87 0.14
H 2.92 0.99 -0.81
H 3.83 1.84 0.48
C 4.63 -0.08 -0.11
C 4.09 -1.45 -0.53
C 3.12 -1.97 0.52
H 2.65 -2.90 0.19
H 3.66 -2.15 1.46
H 3.58 -1.33 -1.49
H 4.92 -2.15 -0.66
O 5.41 -0.18 1.08
C 6.76 0.01 0.75
H 7.25 -0.95 0.54
C 6.68 0.87 -0.52
H 6.61 1.93 -0.27
O 5.49 0.41 -1.12
H 7.50 0.71 -1.21
H 7.26 0.51 1.59
H 1.63 0.90 1.30
H 3.03 0.19 2.14
C -0.39 -3.21 -1.21
C -1.80 -2.65 -1.35
H -1.72 -1.58 -1.55
H -2.31 -3.12 -2.20
H -0.41 -4.29 -1.06
H 0.21 -2.98 -2.09
H -0.38 -3.89 1.40
H 0.17 -2.29 1.94
H -1.81 -1.22 1.07
H -2.35 -2.58 2.06
H -2.71 -3.98 0.08


72
Properties=species:S:1:pos:R:3 method="wB97M-V/def2-TZVPD" lumo_energy_ev=0.4 total_charge=0 molar_mass_g_mol=516.540 homo_energy_ev=-8.7 total_energy_ev=-50041.43250 de_lowest_kj_mol=214.64 smiles="O=C1CCCO1.O=C1CCCO1.O=C1CCCO1.O=C1CCCO1.O=C1CCCO1.O=C1CCCO1"
O 0.93 0.60 -3.42
C 1.74 -0.28 -3.40
O 1.74 -1.27 -4.28
C 2.42 -2.41 -3.69
C 3.35 -1.80 -2.63
C 3.02 -0.33 -2.58
H 2.82 -3.14 -4.39
H 1.63 -2.96 -3.15
H 4.39 -1.88 -2.98
H 3.36 -2.34 -1.69
H 3.61 0.31 -3.25
H 3.06 0.08 -1.58
O -2.27 -1.85 1.73
C -3.30 -1.61 2.28
O -3.60 -0.29 2.62
C -4.97 -0.22 3.03
C -5.60 -1.57 2.74
C -4.37 -2.46 2.84
H -5.52 0.57 2.51
H -4.95 -0.08 4.12
H -5.98 -1.68 1.72
H -6.30 -1.70 3.56
H -4.46 -3.41 2.32
H -4.05 -2.61 3.88
O 6.29 0.92 -1.78
C 6.06 1.24 -0.65
O 4.94 0.89 -0.02
C 4.93 1.32 1.34
C 5.97 2.44 1.46
C 6.87 2.16 0.22
H 5.14 0.46 1.99
H 3.93 1.61 1.65
H 6.63 2.38 2.32
H 5.47 3.38 1.26
H 7.79 1.66 0.52
H 7.21 3.06 -0.28
O 1.05 -0.20 -0.10
C 0.28 0.66 0.24
O -0.95 0.73 -0.28
C -1.63 1.85 0.27
C -0.94 2.06 1.63
C 0.49 1.80 1.15
H -2.70 1.68 0.31
H -1.56 2.76 -0.34
H -1.37 1.35 2.33
H -1.14 3.06 2.02
H 1.16 1.53 1.97
H 0.85 2.55 0.44
O 0.63 -4.52 -1.23
C 1.16 -4.37 -0.17
O 2.39 -4.86 0.12
C 2.80 -4.37 1.38
C 1.51 -4.12 2.16
C 0.62 -3.56 1.05
H 3.36 -3.44 1.25
H 3.53 -5.01 1.88
H 1.57 -3.57 3.09
H 0.98 -5.05 2.39
H 0.68 -2.51 0.79
H -0.41 -3.91 1.08
O -2.74 2.46 -3.23
C -3.75 2.87 -2.74
O -4.08 2.57 -1.46
C -5.37 3.09 -1.12
C -5.99 3.47 -2.47
C -4.74 3.89 -3.24
H -5.31 3.97 -0.47
H -5.94 2.36 -0.55
H -6.79 4.21 -2.47
H -6.38 2.54 -2.88
H -4.27 4.82 -2.89
H -4.94 4.01 -4.30